Record 1
The following is a quantum chemistry calculation of C3H4N2OS2 as an isolated structure in a non-equilibrium geometry, from OMol25.

## Properties
Multiplicity = 1
Relative energy (zero: lowest compared OMol25 entry of this formula, charge and spin) = 348.2 kJ/mol
Gap between HOMO and LUMO = 8.13 eV
LUMO = -0.734 eV
Total charge = 0

Geometry as XYZ:
```
12
C3H4N2OS2, DFT ωB97M-V/def2-TZVPD
S 2.97 -0.24 -0.19
O -0.70 -1.08 -0.73
N -0.68 1.10 -0.15
C 0.43 -1.12 0.32
C -1.44 0.00 -0.33
H -1.34 1.64 0.88
H 0.96 1.84 -0.94
N 0.67 1.20 -0.14
H -0.01 -1.01 1.33
H 0.94 -2.09 0.12
C 1.33 -0.04 -0.09
S -3.12 -0.22 -0.09
```

***

Record 2
The following is a quantum chemistry calculation of a 2-piece molecular cluster, C10H18BF2IO9PS2Si overall in a non-equilibrium geometry, from OMol25.

## Properties
Multiplicity = 1
Gap between HOMO and LUMO = 7.81 eV
LUMO = 0.718 eV
Total charge = -1

Geometry as XYZ:
```
45
C10H18BF2IO9PS2Si, DFT ωB97M-V/def2-TZVPD
O -2.12 3.47 -2.60
C 1.09 -1.31 -0.51
H -2.29 -0.06 -0.47
O -1.51 3.41 0.06
H -4.69 1.44 0.69
H 2.43 1.77 -2.89
H 3.85 1.18 -0.05
F 2.68 -4.21 4.49
S -5.54 -0.76 -0.75
C 3.40 -5.68 1.65
H 3.18 -0.02 -2.64
O 0.69 2.98 2.19
C -1.24 1.94 0.25
C -4.68 0.74 -1.48
O 2.96 -3.52 2.22
H 2.59 2.54 0.31
C -2.50 0.90 0.21
C 3.64 -4.29 1.35
C -0.21 1.64 -0.97
S -1.12 3.93 -1.52
H 1.36 0.20 -3.32
H 2.57 0.96 1.43
H -0.87 1.02 -1.74
Si 1.38 0.61 -0.82
C 2.20 0.65 -2.61
H -3.93 2.67 -0.52
O 2.57 -5.78 2.69
H 0.33 3.89 1.95
H -2.65 0.46 1.31
P -0.73 1.92 2.08
H -0.06 -1.56 -0.34
B 2.24 -4.42 3.12
H 1.71 -1.56 0.48
H -5.49 1.51 -1.90
C -3.94 1.53 -0.24
O 3.87 -6.63 1.05
C 2.75 1.36 0.35
H -3.93 0.48 -2.35
F 0.81 -4.20 3.02
O 0.25 2.88 -1.68
H -6.45 -1.16 -1.78
H 1.58 -1.98 -1.36
I -0.11 -0.39 2.84
O -0.44 5.32 -1.62
O 4.35 -3.86 0.46
```

***

Record 3
The following is a quantum chemistry calculation of a single C5H11N molecule in a non-equilibrium geometry, from OMol25.

## Properties
Multiplicity = 1
Relative energy (zero: lowest compared OMol25 entry of this formula, charge and spin) = 226.6 kJ/mol
Gap between HOMO and LUMO = 10.02 eV
SMILES = CC(C)N1CC1
LUMO = 1.206 eV
Total charge = 0

Geometry as XYZ:
```
17
C5H11N, DFT ωB97M-V/def2-TZVPD
H -1.83 1.51 -0.87
H -1.73 -1.30 1.38
H -0.61 0.92 1.21
H -0.14 1.91 -1.09
H -2.68 -0.39 0.15
C -0.60 0.22 0.36
C -0.83 1.07 -0.93
C 2.00 -0.52 0.90
C -1.71 -0.81 0.40
H 1.53 1.04 -0.47
H 2.56 -1.46 0.88
H -1.45 -1.58 -0.35
C 1.60 -0.04 -0.42
H 2.33 0.20 1.64
H 1.76 -0.56 -1.35
H -0.81 0.46 -1.85
N 0.62 -0.67 0.41
```

***

Record 4
The following is a quantum chemistry calculation of a 2-piece molecular cluster, C24H32Cl3F5N5O4 overall in a non-equilibrium geometry, from OMol25.

## Properties
Multiplicity = 1
Gap between HOMO and LUMO = 8.03 eV
LUMO = -4.038 eV
Total charge = +1

Geometry as XYZ:
```
73
C24H32Cl3F5N5O4, DFT ωB97M-V/def2-TZVPD
C -2.86 1.84 -1.81
H 2.09 -2.11 -0.39
F 0.63 3.07 -1.11
C -3.52 3.51 0.68
C 1.27 -5.71 2.62
H 0.12 -3.09 2.50
C 3.46 0.54 -1.58
O 1.05 -5.43 3.83
F -3.12 5.63 1.98
H 2.63 2.36 0.29
H 0.41 1.32 2.96
H 1.60 -3.34 1.31
H 2.60 1.19 -1.97
C -4.33 2.21 -1.49
H 2.99 3.93 1.16
H -2.27 0.04 0.57
C -3.80 4.39 2.00
C -0.64 -1.57 -3.02
C -0.14 1.84 -1.28
Cl 0.70 -4.13 -4.35
H 4.03 -1.11 -0.22
F -5.20 4.64 2.14
C -2.00 -0.93 -0.02
H -5.79 3.26 0.01
H 1.41 -2.11 -2.42
H -0.39 -3.17 -6.21
C 0.32 0.78 0.99
H -1.24 3.53 1.06
C 0.26 -5.11 1.52
O -0.30 3.75 3.43
H -2.34 -0.75 -1.09
C -0.62 -3.99 -5.53
O 2.42 -6.48 2.31
Cl -1.19 -0.68 -4.55
C 0.73 -1.19 -2.30
H 3.20 2.24 2.05
N -0.17 -0.53 1.46
H 0.48 -5.52 0.46
H 2.38 5.41 2.76
H 4.34 1.23 -1.36
F -3.43 3.65 3.17
H 2.83 4.04 3.91
C -0.45 -1.30 0.18
C -4.69 3.03 -0.22
C 1.95 4.70 3.56
C 0.85 3.74 2.89
H 1.53 5.37 4.38
H -1.44 -3.41 0.35
N 1.91 -1.12 -0.20
H -0.82 -5.41 1.75
C -2.03 3.13 0.35
H -1.55 -3.78 -5.00
N 0.48 0.82 -0.47
H 0.63 -0.85 2.02
H 3.13 -6.15 2.93
H 3.26 0.31 0.63
H 3.80 -0.15 -2.45
C -1.65 2.27 -0.88
C 2.56 2.87 1.33
N 0.60 1.62 1.98
H -5.17 1.85 -2.16
O -1.42 -2.50 -2.67
C -0.42 -2.91 0.29
H 1.23 -0.38 -2.96
C 0.47 -3.50 1.48
N 1.12 2.87 1.71
C 0.66 -0.60 -0.81
H 0.06 -3.30 -0.69
F -0.18 1.67 -2.68
H -2.73 -1.72 0.42
C 3.15 -0.36 -0.31
Cl -0.81 -5.48 -6.46
H -2.64 1.20 -2.73
```

***

Record 5
The following is a quantum chemistry calculation of ClH4O2Zn as an isolated structure in a non-equilibrium geometry, from OMol25.

## Properties
Multiplicity = 1
Relative energy (zero: lowest compared OMol25 entry of this formula, charge and spin) = 345.7 kJ/mol
Gap between HOMO and LUMO = 2.41 eV
LUMO = -11.103 eV
Total charge = +1

Geometry as XYZ:
```
8
ClH4O2Zn, DFT ωB97M-V/def2-TZVPD
H 3.09 1.53 -1.78
O 3.67 2.14 -2.24
Cl 0.46 -1.27 0.14
H -4.65 0.21 0.72
Zn 1.18 -4.91 1.39
H 4.26 2.47 -1.56
O -4.46 0.08 1.65
H -3.56 -0.25 1.67
```

***

Record 6
The following is a quantum chemistry calculation of a single C4H8FIO molecule in a non-equilibrium geometry, from OMol25.

## Properties
Multiplicity = 1
Relative energy (zero: lowest compared OMol25 entry of this formula, charge and spin) = 415.2 kJ/mol
Gap between HOMO and LUMO (spin up / spin down) = 7.59 / 7.59 eV
LUMO (spin up / spin down) = -0.390 / -0.390 eV
Total charge = 0

Geometry as XYZ:
```
15
C4H8FIO, DFT ωB97M-V/def2-TZVPD
H -3.09 -1.47 -1.64
H -2.33 -2.68 -0.38
H 1.24 -0.09 1.85
H 2.95 0.05 1.23
C -0.11 1.47 0.12
H -3.75 -1.53 -0.07
I -1.64 -0.05 0.47
H 1.79 -0.44 -1.38
C -2.79 -1.66 -0.56
H 1.78 1.58 -0.78
O 0.99 -0.29 -0.84
C 1.98 0.49 1.25
F -0.41 2.23 -1.07
C 1.21 0.91 -0.06
H 2.18 1.50 1.88
```

***

Record 7
The following is a quantum chemistry calculation of a single C20H21F3N4O3 molecule, from OMol25.

## Properties
Multiplicity = 1
Relative energy (zero: lowest compared OMol25 entry of this formula, charge and spin) = 19.3 kJ/mol
Gap between HOMO and LUMO = 9.26 eV
SMILES = CCCN(CC(=O)Nc1ccc(C(N)=O)cc1)CC(=O)Nc1ccc(F)c(F)c1F
LUMO = 0.500 eV
Total charge = 0

Geometry as XYZ:
```
51
C20H21F3N4O3, DFT ωB97M-V/def2-TZVPD
F -0.96 -0.21 -1.12
C -1.29 -4.01 -0.89
H -1.58 -2.99 -0.63
C -0.33 0.20 1.89
H 2.85 -4.18 0.05
C -0.40 2.56 1.42
H -0.51 -5.06 -2.61
H 1.78 -4.35 -1.34
C 1.37 -0.17 -1.49
N 1.40 -1.50 -1.11
H -2.18 -4.63 -0.80
C -1.67 0.23 2.26
O -0.99 -2.56 2.71
H 0.11 3.47 1.12
C -2.55 3.85 1.69
H -0.78 -4.65 1.07
C 2.00 -3.72 -0.48
H 1.36 1.36 1.23
C 0.03 1.84 -1.76
C 2.50 0.56 -1.86
F -1.15 2.46 -1.70
H 2.10 -2.87 1.84
N -2.25 4.65 0.64
H -1.72 4.31 -0.14
H 0.00 -3.37 -2.54
C 2.41 1.90 -2.17
C 0.05 -2.25 2.19
N 0.82 -3.57 0.34
H 3.28 2.46 -2.45
C -0.26 -4.52 0.12
H 0.12 -5.50 -0.19
C 1.10 -3.28 1.74
H 1.36 -0.86 1.49
H -1.65 -3.77 -3.00
C 2.45 -2.36 -1.02
N 0.42 -0.98 1.85
C 0.14 0.49 -1.46
O -3.39 4.14 2.51
H -2.16 -0.67 2.58
F 1.09 3.85 -2.39
C -1.75 2.59 1.76
H 1.01 -4.17 2.37
H 0.52 -1.91 -0.77
H -3.40 1.47 2.49
C 0.31 1.38 1.49
H -2.81 5.48 0.50
C -2.36 1.43 2.20
H 3.45 0.05 -1.89
O 3.60 -2.10 -1.33
C 1.18 2.54 -2.11
C -0.83 -4.06 -2.35
```

***

Record 8
The following is a quantum chemistry calculation of C20H44NP2PtSi3 as an isolated structure in a non-equilibrium geometry, from OMol25.

## Properties
Multiplicity = 1
Relative energy (zero: lowest compared OMol25 entry of this formula, charge and spin) = 0.0 kJ/mol
Gap between HOMO and LUMO = 7.92 eV
LUMO = -3.178 eV
Total charge = +1

Geometry as XYZ:
```
71
C20H44NP2PtSi3, DFT ωB97M-V/def2-TZVPD
H 1.31 4.55 -1.00
C -0.79 3.27 2.31
C -2.75 -3.15 -0.60
H -0.30 4.89 0.92
H 0.35 -1.76 -3.81
C -0.86 3.96 0.96
H -3.53 2.61 3.15
H -0.21 0.43 3.65
C -1.26 0.72 3.60
C 0.83 -0.74 -0.55
H 0.48 -2.34 3.15
C 1.57 0.74 -3.18
Si 2.23 -0.17 -1.67
H 3.22 -2.75 1.99
H -1.25 3.83 3.13
H 3.61 -2.24 -1.54
H -4.79 -3.73 -0.27
H 4.15 1.34 -1.50
C 0.13 -2.18 2.12
H -5.48 -1.41 0.36
H 3.03 1.70 -0.18
H 0.25 3.07 2.58
Pt -0.57 0.69 0.28
C 2.92 -2.45 0.99
H -3.96 1.13 2.30
H 3.18 0.34 1.92
H 0.02 -4.53 -1.84
H 1.63 -3.85 -1.63
H -3.71 2.63 1.39
N -2.20 -0.88 -0.10
H 1.60 1.02 2.29
H -1.87 -0.17 3.68
H 2.25 -0.31 3.27
H 1.43 0.06 -4.02
P -0.20 2.79 -0.31
H 0.61 1.20 -2.98
H 2.07 3.45 0.17
C 3.23 -1.61 -2.34
C -1.20 3.14 -1.78
H -3.76 0.35 0.44
H -1.50 1.38 4.44
H -1.89 4.20 0.69
H -1.15 4.21 -2.00
H 2.70 -3.35 0.41
P -1.60 1.64 2.08
C 1.42 3.50 -0.71
H 0.64 -4.21 -0.21
H -0.84 2.58 -2.65
H -2.24 2.85 -1.60
H -0.06 -3.17 1.69
C 0.61 -3.83 -1.24
C -3.49 -0.66 0.18
H 3.77 -1.95 0.52
H 4.10 0.30 -0.09
C -4.07 -2.93 -0.24
H -1.08 -0.86 -3.28
C -1.83 -2.11 -0.55
Si 1.46 -1.27 1.14
C -0.53 -1.80 -3.16
C 3.48 0.90 -0.76
C -3.37 2.03 2.23
H -0.83 -1.67 2.16
C -4.46 -1.65 0.13
H 2.66 -2.25 -3.02
H 4.09 -1.25 -2.91
Si -0.11 -2.11 -1.37
C 2.17 0.09 2.25
H -1.17 -2.61 -3.52
H -2.43 -4.12 -0.95
H 1.88 2.95 -1.52
H 2.28 1.51 -3.50
```

***

no.,total energy (eV)
1,-29870.535
2,-82142.272
3,-6851.180
4,-92186.773
5,-65086.633
6,-17138.395
7,-41337.611
8,-68401.280